Version A
Density functional theory data (the ωB97M-V functional and the def2-TZVPD basis) for a 11-piece molecular cluster, C22H66O22 overall.

Geometry as XYZ:
```
110
Properties=species:S:1:pos:R:3
O 7.072 6.155 -4.158
C 6.047 5.764 -3.178
C 6.066 4.254 -2.963
O 7.401 3.878 -2.592
H 6.862 5.770 -5.012
H 6.164 6.335 -2.257
H 5.072 6.014 -3.596
H 5.750 3.671 -3.828
H 5.412 4.071 -2.111
H 8.027 4.259 -3.213
O 3.720 -3.862 4.428
C 3.254 -3.592 5.788
C 2.341 -4.662 6.179
O 1.262 -4.714 5.238
H 4.644 -3.604 4.451
H 4.043 -3.307 6.484
H 2.728 -2.639 5.725
H 2.030 -4.436 7.199
H 2.874 -5.612 6.141
H 1.732 -4.877 4.417
O 1.510 6.123 5.695
C 1.609 6.339 4.323
C 3.070 6.087 3.966
O 3.991 6.998 4.420
H 0.637 6.271 6.066
H 0.929 5.734 3.723
H 1.307 7.368 4.128
H 3.143 6.194 2.883
H 3.297 5.052 4.222
H 4.874 6.634 4.320
O -0.237 1.420 11.377
C -0.354 2.057 10.145
C 0.646 1.316 9.182
O 0.617 1.743 7.841
H -0.166 2.109 12.042
H -1.371 2.181 9.773
H 0.066 3.063 10.163
H 0.410 0.253 9.134
H 1.657 1.447 9.569
H 0.710 2.692 7.730
O -2.130 -0.263 -0.404
C -0.807 -0.851 -0.175
C 0.013 0.037 0.790
O 0.224 1.329 0.223
H -2.780 -0.476 0.270
H -0.928 -1.888 0.140
H -0.229 -0.812 -1.098
H 1.014 -0.367 0.946
H -0.424 0.209 1.774
H -0.632 1.678 -0.034
O -9.121 0.681 5.452
C -7.764 0.922 5.570
C -6.912 -0.233 5.029
O -7.035 -0.206 3.633
H -9.386 0.535 4.541
H -7.537 1.816 4.989
H -7.369 1.116 6.567
H -7.487 -1.060 5.444
H -5.926 -0.295 5.489
H -7.984 -0.179 3.493
O -1.658 5.958 -2.793
C -0.907 7.126 -2.584
C -1.085 8.180 -3.714
O -0.719 7.638 -4.985
H -1.488 5.587 -3.663
H -1.151 7.682 -1.679
H 0.098 6.725 -2.452
H -0.325 8.908 -3.428
H -2.087 8.610 -3.701
H -0.769 8.345 -5.632
O -1.911 0.947 -6.433
C -0.967 0.157 -6.999
C -0.678 0.355 -8.520
O 0.210 -0.623 -9.133
H -2.158 0.504 -5.618
H -0.014 0.121 -6.470
H -1.287 -0.866 -6.803
H -0.264 1.363 -8.550
H -1.591 0.451 -9.108
H -0.011 -0.507 -10.060
O 2.503 -5.215 -4.774
C 2.732 -6.309 -5.633
C 2.065 -6.042 -6.981
O 2.980 -5.163 -7.627
H 3.161 -4.548 -4.984
H 3.807 -6.451 -5.741
H 2.447 -7.255 -5.174
H 1.077 -5.583 -6.961
H 2.000 -7.018 -7.462
H 2.636 -4.301 -7.872
O -8.261 -1.369 -4.524
C -7.880 -2.471 -3.718
C -6.753 -3.287 -4.444
O -7.231 -4.199 -5.349
H -8.372 -1.689 -5.422
H -7.495 -1.999 -2.814
H -8.735 -3.103 -3.477
H -6.311 -3.915 -3.670
H -6.089 -2.595 -4.961
H -6.560 -4.376 -6.012
O 4.443 -8.012 1.364
C 3.896 -8.485 0.124
C 2.420 -8.474 0.356
O 1.808 -7.207 0.360
H 4.155 -7.105 1.488
H 4.118 -7.784 -0.681
H 4.316 -9.467 -0.091
H 2.146 -8.961 1.292
H 1.931 -9.146 -0.349
H 2.160 -6.771 -0.420
```

## Properties
**SMILES string**: OCCO.OCCO.OCCO.OCCO.OCCO.OCCO.OCCO.OCCO.OCCO.OCCO.OCCO
**HOMO**: -9.9 eV
**Charge**: 0


Version B
Density functional theory data (the ωB97M-V functional and the def2-TZVPD basis) for a 11-piece molecular cluster, C22H66O22 overall.

Geometry as XYZ:
```
110
Properties=species:S:1:pos:R:3
O 11.025 7.792 -5.156
C 11.122 6.342 -5.226
C 9.987 5.724 -4.419
O 8.838 6.060 -5.260
H 10.144 8.021 -5.469
H 11.056 6.111 -6.290
H 12.123 6.024 -4.935
H 9.930 6.223 -3.451
H 9.928 4.636 -4.357
H 8.068 5.876 -4.712
O 12.081 4.390 3.595
C 12.841 5.108 2.616
C 13.673 6.179 3.268
O 14.753 5.576 3.970
H 12.692 4.076 4.270
H 13.496 4.430 2.066
H 12.126 5.569 1.934
H 13.117 6.758 4.009
H 13.986 6.953 2.559
H 15.352 5.330 3.250
O 13.258 -0.647 -0.381
C 12.309 -1.647 -0.033
C 12.913 -2.437 1.110
O 13.298 -1.602 2.198
H 13.256 0.048 0.288
H 11.372 -1.145 0.226
H 12.074 -2.309 -0.867
H 13.843 -2.849 0.715
H 12.376 -3.265 1.577
H 12.504 -1.218 2.582
O 18.533 4.287 -0.362
C 17.416 3.498 0.048
C 16.384 4.337 0.823
O 16.761 4.608 2.176
H 19.062 3.803 -1.000
H 17.042 3.075 -0.887
H 17.662 2.629 0.667
H 15.475 3.733 0.789
H 16.176 5.247 0.257
H 17.718 4.554 2.247
O 7.724 2.628 -3.623
C 6.448 2.174 -4.015
C 6.532 1.484 -5.361
O 7.109 0.159 -5.304
H 8.264 1.831 -3.577
H 6.020 1.481 -3.284
H 5.768 3.026 -4.052
H 7.092 2.077 -6.087
H 5.546 1.316 -5.804
H 6.882 -0.309 -6.110
O 15.136 3.111 -2.643
C 15.937 2.144 -3.330
C 15.778 0.792 -2.725
O 14.489 0.297 -3.078
H 14.213 2.875 -2.835
H 15.753 2.121 -4.407
H 16.922 2.577 -3.138
H 15.944 0.863 -1.649
H 16.490 0.088 -3.167
H 14.079 0.064 -2.239
O 11.018 0.853 -4.425
C 11.765 0.072 -5.374
C 12.073 -1.312 -4.851
O 10.981 -2.216 -5.023
H 10.368 0.222 -4.087
H 11.234 -0.067 -6.319
H 12.731 0.524 -5.593
H 12.384 -1.259 -3.804
H 12.928 -1.640 -5.448
H 11.264 -3.049 -4.636
O 7.532 -2.519 -2.081
C 8.408 -1.760 -1.213
C 9.370 -0.963 -2.076
O 8.708 -0.050 -2.961
H 6.631 -2.357 -1.796
H 7.754 -1.109 -0.631
H 8.968 -2.373 -0.505
H 9.922 -1.705 -2.663
H 10.165 -0.433 -1.550
H 8.245 -0.575 -3.629
O 12.565 1.332 1.879
C 13.648 2.245 1.673
C 14.927 1.707 2.280
O 15.501 0.666 1.484
H 11.789 1.807 2.182
H 13.699 2.421 0.596
H 13.319 3.183 2.126
H 14.796 1.353 3.303
H 15.588 2.574 2.210
H 14.824 -0.024 1.473
O 13.072 4.063 -0.510
C 11.730 3.814 -0.935
C 11.579 2.411 -1.586
O 12.427 2.435 -2.708
H 13.618 3.673 -1.205
H 11.144 3.994 -0.034
H 11.409 4.510 -1.715
H 10.537 2.342 -1.911
H 11.807 1.592 -0.899
H 12.143 1.862 -3.433
O 14.633 8.207 -2.570
C 14.189 8.004 -1.235
C 12.848 7.235 -1.324
O 11.798 8.118 -1.640
H 14.307 9.045 -2.905
H 14.921 7.417 -0.680
H 13.970 8.973 -0.783
H 12.651 6.777 -0.355
H 13.046 6.482 -2.089
H 12.094 8.697 -2.348
```

## Properties
**SMILES string**: OCCO.OCCO.OCCO.OCCO.OCCO.OCCO.OCCO.OCCO.OCCO.OCCO.OCCO
**HOMO**: -9.6 eV
**Charge**: 0


Short version: version B, version A, most stable first.


Version A
Density functional theory data (the ωB97M-V functional and the def2-TZVPD basis) for a 2-piece molecular cluster, C3H9O3P overall.

Geometry as XYZ:
```
16
Properties=species:S:1:pos:R:3
C -0.672 1.453 -1.966
C -0.679 -2.268 0.505
C -0.066 1.839 1.169
O 2.340 -0.265 -0.637
O 0.566 -1.840 0.135
O 0.578 0.631 0.931
P 0.688 -0.181 -0.470
H -0.257 1.326 -2.983
H -1.597 0.894 -2.111
H -1.408 -1.534 0.377
H -0.759 -2.665 1.507
H -0.858 -3.161 -0.083
H -0.724 2.073 0.358
H 0.715 2.523 1.097
H -0.552 2.012 2.127
H 2.685 -0.839 0.045
```

## Properties
**HOMO (spin up / spin down)**: -8.7 / -8.7 eV
**Charge**: 0


Version B
Density functional theory data (the ωB97M-V functional and the def2-TZVPD basis) for a 2-piece molecular cluster, C3H9O3P overall.

Geometry as XYZ:
```
16
Properties=species:S:1:pos:R:3
C -1.874 -0.562 -1.346
O -0.839 -0.747 -0.438
P 0.392 0.237 -0.085
C 1.639 -0.266 -1.462
O 1.145 -0.866 0.713
H -2.253 -1.536 -1.656
H -1.469 0.088 -2.167
H -2.784 0.111 -0.953
H 2.448 0.362 -1.713
H 1.740 -1.254 -1.078
H 1.058 -0.497 -2.339
H 0.551 -1.151 1.618
C 0.020 1.577 2.744
O -0.082 0.363 2.914
H 0.859 1.985 3.219
H -0.551 2.156 2.028
```

## Properties
**SMILES string**: COP(C)O.C=O
**HOMO**: -8.4 eV
**Charge**: 0


Short version: version B, version A, most stable first.